# 1
ORCA calculation (wB97M-V/def2-TZVPD) on C16H11BrF5NO3SSeZn as an isolated structure in a non-equilibrium geometry.

## Properties
- charge = 0
- energy relative to the best compared isomer or geometry (same formula, charge and spin) (kcal per mole) = 9.30
- multiplicity = 1
- gap between HOMO and LUMO (hartree) = 0.2878
- F_max (eV/A) = 1.22
- molar mass (g/mol) = 616.58

CARTESIAN COORDINATES (ANGSTROEM)
1 Zn -0.442 -0.667 -0.336
2 Br 2.844 -1.019 1.031
3 C 2.322 -2.101 -0.430
4 C 3.076 -3.193 -0.820
5 C 2.578 -3.988 -1.846
6 C 1.389 -3.630 -2.460
7 C 0.728 -2.493 -2.021
8 N 1.185 -1.757 -1.010
9 C -0.615 -2.054 -2.653
10 O -0.922 -2.553 -3.714
11 O -1.270 -1.200 -1.979
12 H 4.003 -3.424 -0.320
13 H 3.117 -4.875 -2.147
14 H 0.933 -4.203 -3.251
15 F 1.428 0.671 6.259
16 C 0.827 0.099 5.213
17 C 0.526 -1.262 5.228
18 F 0.836 -2.000 6.297
19 C -0.083 -1.845 4.127
20 F -0.340 -3.155 4.138
21 C -0.417 -1.113 2.984
22 Se -1.273 -1.947 1.517
23 C -0.114 0.244 3.010
24 F -0.411 1.009 1.936
25 C 0.502 0.852 4.091
26 F 0.783 2.158 4.046
27 O -0.271 1.201 -0.738
28 S -1.377 2.191 -0.485
29 C -0.639 3.774 -1.055
30 C -0.958 3.888 -2.535
31 C -2.395 3.401 -2.682
32 C -2.460 2.064 -1.966
33 H 0.423 3.733 -0.827
34 H -1.104 4.571 -0.476
35 H -0.287 3.252 -3.116
36 H -0.844 4.914 -2.881
37 H -2.685 3.298 -3.726
38 H -3.075 4.115 -2.213
39 H -2.057 1.242 -2.556
40 H -3.459 1.801 -1.630

---

# 2
ORCA calculation (wB97M-V/def2-TZVPD) on a 11-piece molecular cluster, C16H11Cl40IO3S overall in a non-equilibrium geometry.

## Properties
- charge = 0
- energy relative to the best compared isomer or geometry (same formula, charge and spin) (kcal per mole) = 12.71
- multiplicity = 1
- gap between HOMO and LUMO (hartree) = 0.3334
- F_max (eV/A) = 1.24
- molar mass (g/mol) = 1828.35

CARTESIAN COORDINATES (ANGSTROEM)
1 C 5.851 -0.982 0.015
2 C 6.990 -0.270 -0.006
3 C 7.009 1.228 0.156
4 O 5.707 1.827 0.123
5 S 5.403 2.521 -1.331
6 O 5.362 1.439 -2.279
7 O 3.864 2.964 -1.061
8 C 3.139 2.415 0.056
9 C 2.610 1.004 -0.184
10 C 1.162 0.854 0.337
11 I -0.120 -0.035 -1.131
12 H 4.980 -0.582 -0.485
13 H 5.795 -1.952 0.493
14 H 7.956 -0.745 -0.140
15 H 7.683 1.699 -0.568
16 H 7.409 1.431 1.148
17 H 3.686 2.487 0.992
18 H 2.274 3.066 0.163
19 H 2.592 0.783 -1.244
20 H 3.194 0.268 0.360
21 H 1.121 0.166 1.165
22 H 0.728 1.799 0.644
23 C -3.516 -1.951 0.674
24 Cl -4.810 -2.938 1.372
25 Cl -2.781 -2.832 -0.665
26 Cl -4.175 -0.424 0.085
27 Cl -2.305 -1.632 1.931
28 C 0.761 2.563 -4.503
29 Cl -0.071 3.394 -3.183
30 Cl 0.963 3.672 -5.860
31 Cl 2.348 2.021 -3.960
32 Cl -0.199 1.151 -4.995
33 C -3.342 3.290 -8.050
34 Cl -2.227 2.677 -6.829
35 Cl -4.515 4.374 -7.294
36 Cl -2.435 4.174 -9.283
37 Cl -4.194 1.938 -8.805
38 C -5.166 -5.880 -2.933
39 Cl -3.902 -7.092 -2.688
40 Cl -6.747 -6.671 -3.005
41 Cl -5.131 -4.734 -1.592
42 Cl -4.870 -5.023 -4.448
43 C -8.073 1.026 1.685
44 Cl -8.657 1.388 0.057
45 Cl -6.855 -0.249 1.598
46 Cl -7.352 2.479 2.388
47 Cl -9.425 0.490 2.690
48 C 9.329 3.694 3.321
49 Cl 10.191 5.168 2.868
50 Cl 7.910 3.504 2.285
51 Cl 10.399 2.304 3.104
52 Cl 8.817 3.787 5.006
53 C -6.733 -10.795 -4.938
54 Cl -5.889 -10.993 -6.477
55 Cl -5.967 -9.509 -4.003
56 Cl -8.421 -10.370 -5.244
57 Cl -6.666 -12.311 -4.032
58 C 1.498 -1.292 4.524
59 Cl 2.293 0.204 4.020
60 Cl -0.071 -1.456 3.714
61 Cl 2.517 -2.668 4.101
62 Cl 1.252 -1.254 6.271
63 C 8.060 7.661 6.817
64 Cl 6.678 6.609 7.146
65 Cl 9.134 6.864 5.667
66 Cl 7.488 9.188 6.138
67 Cl 8.930 7.975 8.321
68 C -11.991 -2.617 3.962
69 Cl -11.938 -2.889 2.219
70 Cl -11.583 -0.931 4.302
71 Cl -13.613 -2.962 4.567
72 Cl -10.824 -3.673 4.761

---

# 3
ORCA calculation (wB97M-V/def2-TZVPD) on C16H11Cl5CoN2O4Se as an isolated structure.

## Properties
- charge = -1
- energy relative to the best compared isomer or geometry (same formula, charge and spin) (kcal per mole) = 131.25
- multiplicity = 1
- gap between HOMO and LUMO (spin up / spin down) (hartree) = 0.2646 / 0.2639
- F_max (eV/A) = 0.78
- molar mass (g/mol) = 610.43

CARTESIAN COORDINATES (ANGSTROEM)
1 Co -0.201 -0.517 0.095
2 N -0.713 2.986 -0.916
3 C -0.201 2.414 -2.164
4 C -0.083 0.934 -2.564
5 O 0.190 0.786 -3.756
6 N -0.315 -0.122 -1.745
7 C -0.238 -1.392 -2.477
8 C -0.478 -2.557 -1.550
9 O -0.640 -3.690 -1.945
10 O -0.496 -2.241 -0.267
11 H 0.464 1.465 2.462
12 H 0.850 2.549 0.922
13 H 0.762 2.851 -2.458
14 H -0.925 2.779 -2.896
15 H 0.740 -1.524 -2.948
16 H -0.970 -1.426 -3.284
17 Cl 2.172 0.574 6.925
18 C 1.310 0.175 5.484
19 C 1.255 1.058 4.415
20 Cl 1.996 2.625 4.523
21 C 0.632 0.720 3.233
22 Cl -0.285 2.093 0.405
23 C 0.039 -0.541 3.046
24 O -0.467 -0.924 1.929
25 C 0.023 -1.407 4.171
26 Cl -0.802 -2.910 4.012
27 C 0.661 -1.058 5.348
28 Cl 0.699 -2.175 6.666
29 Se 2.060 -0.448 -0.090
30 C 2.619 -1.404 1.473
31 C 2.220 -2.717 1.700
32 C 2.676 -3.387 2.825
33 C 3.532 -2.762 3.722
34 C 3.934 -1.454 3.491
35 C 3.474 -0.773 2.371
36 H 1.536 -3.197 1.010
37 H 2.344 -4.402 3.008
38 H 3.873 -3.289 4.605
39 H 4.591 -0.953 4.191
40 H 3.763 0.257 2.204

---

# 4
ORCA calculation (wB97M-V/def2-TZVPD) on a single C16H11ClN4O3S2 molecule in a non-equilibrium geometry.

## Properties
- charge = 0
- energy relative to the best compared isomer or geometry (same formula, charge and spin) (kcal per mole) = 74.19
- multiplicity = 1
- gap between HOMO and LUMO (hartree) = 0.2817
- F_max (eV/A) = 2.03
- molar mass (g/mol) = 406.88
- SMILES = O=C(Nc1nnc(SCc2ccccc2Cl)s1)c1cccc([N+](=O)[O-])c1

CARTESIAN COORDINATES (ANGSTROEM)
1 O 0.097 3.832 3.096
2 C -0.176 3.078 2.191
3 N -0.859 3.534 1.091
4 C -1.109 2.950 -0.121
5 N -2.085 3.323 -0.872
6 N -2.144 2.708 -2.035
7 C -1.211 1.845 -2.233
8 S -1.141 0.916 -3.676
9 C 0.456 0.013 -3.521
10 C 0.466 -1.069 -2.492
11 C 1.393 -1.039 -1.456
12 C 1.452 -2.056 -0.520
13 C 0.564 -3.116 -0.594
14 C -0.372 -3.162 -1.611
15 C -0.410 -2.152 -2.559
16 Cl -1.548 -2.264 -3.854
17 S -0.075 1.722 -0.869
18 C 0.167 1.626 2.237
19 C 1.395 1.251 2.777
20 C 1.720 -0.086 2.932
21 C 0.820 -1.065 2.553
22 C -0.403 -0.686 2.014
23 N -1.333 -1.701 1.582
24 O -2.271 -1.347 0.904
25 O -1.105 -2.845 1.910
26 C -0.748 0.649 1.866
27 H -1.238 4.472 1.186
28 H 1.235 0.750 -3.328
29 H 0.587 -0.407 -4.520
30 H 2.088 -0.215 -1.395
31 H 2.196 -2.018 0.261
32 H 0.593 -3.907 0.139
33 H -1.069 -3.981 -1.677
34 H 2.084 2.025 3.081
35 H 2.673 -0.363 3.356
36 H 1.039 -2.115 2.669
37 H -1.729 0.899 1.487

---

# 5
ORCA calculation (wB97M-V/def2-TZVPD) on C16H11F6N10O5RuS3 as an isolated structure in a non-equilibrium geometry.

## Properties
- charge = 0
- energy relative to the best compared isomer or geometry (same formula, charge and spin) (kcal per mole) = 34.22
- multiplicity = 2
- gap between HOMO and LUMO (spin up / spin down) (hartree) = 0.1987 / 0.1802
- F_max (eV/A) = 4.07
- molar mass (g/mol) = 734.59

CARTESIAN COORDINATES (ANGSTROEM)
1 Ru 0.125 -0.133 -0.149
2 F 1.166 0.958 -2.259
3 C 2.513 1.157 -2.211
4 F 2.771 2.259 -2.897
5 F 3.062 0.129 -2.842
6 S 3.079 1.308 -0.395
7 O 2.355 0.235 0.255
8 O 4.490 1.198 -0.431
9 N 2.619 2.735 0.027
10 S 1.155 3.162 0.411
11 O 1.044 3.731 1.710
12 O 0.131 2.217 0.011
13 C 0.980 4.586 -0.802
14 F 2.044 5.375 -0.726
15 F -0.100 5.331 -0.591
16 F 0.914 4.087 -2.035
17 N -2.669 -2.666 -0.121
18 C -3.016 -1.351 -0.103
19 N -4.231 -0.869 0.166
20 N -4.090 0.427 0.148
21 N -2.883 0.774 -0.120
22 N -2.156 -0.309 -0.296
23 C -1.367 -3.050 -0.155
24 N -0.861 -4.241 0.159
25 N 0.430 -4.100 0.065
26 N 0.759 -2.911 -0.303
27 N -0.342 -2.207 -0.472
28 H -3.375 -3.359 0.089
29 O 0.027 0.072 2.152
30 S -1.211 -0.047 2.991
31 C -0.630 -0.909 4.485
32 C 0.726 -1.125 4.662
33 C 1.159 -1.765 5.812
34 C 0.240 -2.185 6.758
35 C -1.118 -1.981 6.562
36 C -1.560 -1.342 5.416
37 C -1.386 1.566 3.787
38 C -2.636 1.971 4.224
39 C -2.768 3.224 4.795
40 C -1.662 4.052 4.910
41 C -0.415 3.629 4.476
42 C -0.271 2.372 3.916
43 H 1.424 -0.808 3.902
44 H 2.214 -1.940 5.964
45 H 0.576 -2.680 7.655
46 H -1.831 -2.327 7.296
47 H -2.616 -1.188 5.256
48 H -3.496 1.328 4.116
49 H -3.737 3.560 5.136
50 H -1.775 5.033 5.342
51 H 0.446 4.274 4.551
52 H 0.687 2.042 3.548

---

# 6
ORCA calculation (wB97M-V/def2-TZVPD) on C16H12AuN4O4S as an isolated structure.

## Properties
- charge = +1
- energy relative to the best compared isomer or geometry (same formula, charge and spin) (kcal per mole) = 0.00
- multiplicity = 1
- gap between HOMO and LUMO (hartree) = 0.3002
- F_max (eV/A) = 0.19
- molar mass (g/mol) = 553.33

CARTESIAN COORDINATES (ANGSTROEM)
1 Au -0.171 -1.027 1.120
2 O -2.496 -4.257 1.038
3 C -1.991 -3.178 1.114
4 O -0.682 -2.954 0.948
5 C -2.826 -1.932 1.390
6 C -4.186 -1.826 1.609
7 C -4.709 -0.555 1.841
8 C -3.897 0.579 1.855
9 C -2.546 0.407 1.629
10 N -2.105 -0.823 1.413
11 C -1.440 1.456 1.599
12 O -1.667 2.612 1.799
13 O -0.217 0.975 1.351
14 H -4.799 -2.716 1.597
15 H -5.771 -0.446 2.017
16 H -4.286 1.571 2.037
17 C 3.008 1.367 2.489
18 N 2.762 1.444 1.051
19 C 2.812 2.592 0.297
20 C 2.412 2.268 -0.952
21 N 2.120 0.922 -0.942
22 C 2.332 0.430 0.294
23 S 2.114 -1.217 0.811
24 C 1.615 0.184 -2.068
25 C 2.333 0.192 -3.248
26 C 1.802 -0.517 -4.315
27 C 0.608 -1.193 -4.139
28 C -0.017 -1.132 -2.903
29 N 0.469 -0.442 -1.872
30 H 3.535 2.267 2.791
31 H 3.611 0.493 2.712
32 H 2.053 1.304 3.008
33 H 3.117 3.534 0.715
34 H 2.295 2.867 -1.837
35 H 3.275 0.717 -3.319
36 H 2.322 -0.547 -5.263
37 H 0.164 -1.766 -4.941
38 H -0.950 -1.655 -2.730

---

# 7
ORCA calculation (wB97M-V/def2-TZVPD) on C16H12BN10PdS2 as an isolated structure in a non-equilibrium geometry.

## Properties
- charge = 0
- multiplicity = 2
- gap between HOMO and LUMO (spin up / spin down) (hartree) = 0.2410 / 0.1717
- F_max (eV/A) = 2.91
- molar mass (g/mol) = 525.71

CARTESIAN COORDINATES (ANGSTROEM)
1 Pd -1.128 1.638 0.248
2 C -0.686 -1.148 -3.019
3 C -1.539 -0.362 -2.248
4 N -0.964 -0.101 -1.079
5 N 0.244 -0.675 -1.073
6 C 0.437 -1.317 -2.234
7 B 1.232 -0.538 0.118
8 N 0.432 -0.590 1.446
9 C 0.255 -1.619 2.294
10 C -0.510 -1.181 3.355
11 C -0.768 0.159 3.077
12 N -0.188 0.498 1.931
13 N 1.857 0.882 0.004
14 C 3.091 1.376 0.207
15 C 3.060 2.743 0.028
16 C 1.731 3.024 -0.283
17 N 1.031 1.900 -0.297
18 N 2.148 -1.740 0.069
19 C 3.486 -1.940 0.053
20 C 3.719 -3.294 0.040
21 C 2.439 -3.865 0.057
22 N 1.518 -2.929 0.070
23 H -0.861 -1.549 -3.997
24 H -2.531 -0.007 -2.465
25 H 1.338 -1.855 -2.435
26 H 0.658 -2.590 2.087
27 H -0.828 -1.741 4.210
28 H -1.306 0.890 3.655
29 H 3.923 0.757 0.464
30 H 3.874 3.431 0.116
31 H 1.264 3.964 -0.516
32 H 4.183 -1.130 0.050
33 H 4.660 -3.804 0.015
34 H 2.162 -4.902 0.068
35 S -3.194 1.987 1.510
36 C -3.670 2.481 -0.089
37 S -2.415 3.396 -0.875
38 C -4.903 2.190 -0.609
39 C -5.327 2.617 -1.879
40 N -5.700 2.954 -2.911
41 C -5.775 1.353 0.119
42 N -6.444 0.638 0.715

---

# 8
ORCA calculation (wB97M-V/def2-TZVPD) on a 5-piece molecular cluster, C16H12Cl8F9NO4S overall in a non-equilibrium geometry.

## Properties
- charge = 0
- multiplicity = 1
- gap between HOMO and LUMO (hartree) = 0.2820
- F_max (eV/A) = 9.64
- molar mass (g/mol) = 768.95
- SMILES = O=C1NC(=O)c2cc(S(=O)(=O)C(F)(F)C(F)(F)C(F)(F)C(F)(F)F)ccc21.ClCCl.ClCCl.ClCCl.ClCCl

CARTESIAN COORDINATES (ANGSTROEM)
1 O 3.492 5.429 -4.383
2 C 2.284 4.860 -4.368
3 N 1.655 3.986 -5.468
4 C 0.113 4.042 -5.476
5 O -0.697 3.905 -6.548
6 C -0.290 4.283 -3.903
7 C -1.684 4.060 -3.070
8 C -1.650 4.401 -1.433
9 S -3.132 4.154 -0.320
10 O -4.402 4.840 -0.945
11 O -2.868 4.877 1.051
12 C -3.580 2.380 0.052
13 F -4.077 2.245 1.464
14 F -4.725 1.992 -0.836
15 C -2.397 1.276 -0.197
16 F -3.057 -0.073 -0.023
17 F -1.882 1.250 -1.617
18 C -1.170 1.307 0.892
19 F -1.708 0.639 2.136
20 F -0.735 2.656 1.316
21 C 0.156 0.436 0.460
22 F 0.738 -0.102 1.747
23 F -0.145 -0.765 -0.367
24 F 1.247 1.297 -0.122
25 C -0.244 4.985 -0.777
26 C 1.145 5.209 -1.625
27 C 1.106 4.817 -3.229
28 H 1.768 2.985 -5.125
29 H -2.653 3.668 -3.627
30 H -0.275 5.237 0.379
31 H 2.127 5.609 -1.130
32 Cl -2.043 -5.127 0.922
33 C -0.895 -3.787 1.036
34 Cl -1.687 -2.241 0.704
35 H -0.476 -3.762 2.044
36 H -0.095 -3.940 0.307
37 Cl 4.013 -2.205 -1.370
38 C 3.973 -0.447 -1.185
39 Cl 3.055 0.309 -2.492
40 H 3.502 -0.201 -0.230
41 H 4.996 -0.064 -1.201
42 Cl 0.144 -8.235 4.278
43 C -0.034 -8.485 2.537
44 Cl 0.662 -7.139 1.627
45 H 0.479 -9.408 2.256
46 H -1.097 -8.566 2.297
47 Cl 2.819 -5.261 5.764
48 C 2.228 -6.659 6.671
49 Cl 1.377 -6.153 8.136
50 H 1.542 -7.228 6.040
51 H 3.078 -7.286 6.952

---

> F_max of number 7 (C16H12BN10PdS2)?

2.91 eV/A